[1]
Below is C30H27N6OPbS4 as an isolated structure at a distorted geometry, with properties calculated with the ωB97M-V functional and the def2-TZVPD basis.

Computed properties:
* HOMO level (spin up / spin down): -9.31 / -8.73 eV
* net charge: +1
* gap between HOMO and LUMO (spin up / spin down): 5.72 / 5.02 eV
* ΔE to the lowest compared entry with this formula, charge and spin: 1519.0 kJ/mol

The geometry in XYZ format:
```
69
Properties=species:S:1:pos:R:3:forces:R:3
Pb 0.01693 -0.93406 0.20731 -2.8 -6.4 0.5
C 3.52316 -2.73873 1.18344 0.3 0.4 -0.4
C 2.66695 -2.39487 -0.00376 0.6 -0.9 0.6
N 2.14637 -1.23467 -0.25811 0.5 -0.8 2.4
N 2.10128 -0.38010 0.99573 7.1 -1.5 0.1
C 1.24883 -0.15458 2.00854 -1.5 2.0 2.5
S -0.46213 -0.63720 2.67326 8.2 -11.9 3.7
S 2.01867 1.02914 3.19011 -0.3 -0.4 0.0
C 2.13402 2.44071 2.06629 0.3 1.3 2.2
C 0.82564 3.16274 1.85798 -0.4 0.0 0.3
C 0.32272 4.04565 2.82504 -0.1 -0.3 -0.3
C -0.91140 4.67215 2.63946 0.1 -0.3 -0.3
C -1.65447 4.42260 1.48649 1.6 1.5 -0.3
C -1.16900 3.53896 0.52429 3.4 2.5 -0.8
C 0.06187 2.90964 0.71060 -0.4 1.0 -0.3
C 2.15106 -3.51066 -0.81118 0.9 0.8 -0.5
C 2.96367 -4.24456 -1.68051 -0.9 -0.3 0.1
C 2.38837 -5.27020 -2.42095 0.1 0.0 0.0
C 1.02858 -5.54074 -2.26867 -0.2 0.7 0.7
C 0.24530 -4.78666 -1.37732 -0.3 -0.5 -0.5
C 0.76943 -3.73682 -0.60753 1.5 -1.4 -2.0
O 0.08185 -3.02488 0.20893 -1.2 -1.5 1.5
H 2.90860 -2.77569 2.08668 0.0 0.1 0.0
H 4.30363 -1.98233 1.30512 -0.2 0.0 0.2
H 4.00655 -3.71067 1.04953 -0.3 0.1 -0.1
H 2.57599 2.15075 1.10679 2.2 0.9 5.3
H 2.84720 3.14834 2.50639 -0.1 -0.2 0.2
H 0.87375 4.20545 3.74776 0.0 0.0 -0.2
H -1.30922 5.32041 3.41324 0.1 0.0 -0.1
H -2.63113 4.87642 1.35638 1.1 0.6 0.1
H -1.76347 3.29097 -0.34998 1.8 1.8 0.2
H 0.39897 2.16518 -0.01245 -0.6 1.0 0.5
H 4.01158 -3.99363 -1.78480 0.0 0.0 0.0
H 2.98609 -5.84784 -3.11559 0.0 0.0 0.1
H 0.55736 -6.33204 -2.84077 0.1 0.0 0.1
H -0.81550 -5.00941 -1.27532 0.2 -0.1 0.0
C -2.89759 -3.20860 -0.26534 0.0 0.0 0.6
C -2.46344 -2.25726 -1.32319 -0.3 -0.6 0.4
N -1.44444 -1.43448 -1.20882 -3.3 -0.7 -3.9
C -1.30875 -0.68919 -2.36471 -0.3 -0.5 -1.8
C -2.23484 -0.95804 -3.35094 0.6 0.1 0.8
S -3.31139 -2.18249 -2.81741 0.7 0.4 0.4
C -0.21654 0.28684 -2.41524 0.4 0.4 -1.6
C 0.10241 1.13028 -3.45883 -0.1 -0.5 0.7
S 1.46425 2.08413 -3.03742 -0.5 -0.7 0.5
C 1.52205 1.30347 -1.50670 1.3 0.1 -0.2
N 0.59768 0.39037 -1.30340 0.4 3.5 -5.0
C 2.56330 1.66495 -0.50687 0.5 -0.4 -3.2
H -2.25074 -3.12408 0.61389 -0.1 -0.1 -0.3
H -2.84425 -4.24113 -0.62456 -0.1 0.2 0.0
H -3.92418 -2.99765 0.05050 0.1 -0.1 -0.2
H -2.33666 -0.51501 -4.33000 0.1 0.0 0.1
H -0.37611 1.23671 -4.42047 0.0 -0.1 0.1
H 3.23869 2.44707 -0.86721 -0.3 0.1 -0.2
H 3.16499 0.78434 -0.26034 -0.1 0.5 -0.1
H 2.08900 2.02346 0.41219 -1.7 -1.1 -4.9
N -4.85364 4.57281 1.61201 0.7 -1.1 -0.3
C -4.09749 3.71887 1.39861 -2.2 0.5 0.2
C -3.16430 2.66495 1.13540 -2.4 -2.0 0.7
C -2.98944 2.19367 -0.16477 -1.7 -1.9 0.3
C -2.07653 1.17468 -0.36729 -0.5 -0.7 0.5
N -1.34966 0.61556 0.62343 -4.9 3.9 -0.1
C -1.53893 1.09114 1.87259 -3.8 5.3 -2.2
C -2.42708 2.10628 2.17819 -1.1 -1.3 -0.5
H -3.54598 2.60468 -1.00088 0.0 0.0 0.1
H -1.89847 0.76753 -1.35891 -0.7 0.9 0.7
H -0.93761 0.61821 2.64450 -1.5 5.3 0.4
H -2.53713 2.44789 3.20242 0.0 0.0 -0.2
H 0.83470 0.54127 0.86719 0.1 2.3 2.3
```
Positions in Å, forces in eV/Å.

[2]
Below is C30H27NO5Si2 as an isolated structure at a distorted geometry, with properties calculated with the ωB97M-V functional and the def2-TZVPD basis.

Computed properties:
* HOMO level: -9.25 eV
* gap between HOMO and LUMO: 8.22 eV

The geometry in XYZ format:
```
65
Properties=species:S:1:pos:R:3:forces:R:3
N -4.51228 3.75894 0.81122 0.9 -0.1 -0.3
C -4.25740 4.85524 -0.09672 -0.6 0.1 -0.4
C -5.26634 6.07042 -0.12837 0.4 -0.2 0.2
Si -6.59830 6.17217 1.21721 -0.9 0.5 -0.3
O -8.16865 6.37763 0.52635 1.3 -1.9 -0.1
Si -8.61622 4.92988 -0.28780 -0.1 1.8 0.2
H -5.37800 3.28353 0.64781 -0.3 -0.1 0.1
H -4.35883 3.97793 1.77675 -0.3 0.0 0.3
H -3.24833 5.23306 0.06805 0.0 0.0 0.2
H -4.24954 4.42651 -1.10280 0.1 0.0 0.0
H -4.66204 6.98467 -0.09214 -0.3 0.0 0.0
H -5.76152 6.09415 -1.10658 -0.1 0.0 0.1
H -6.35564 7.28375 2.15896 0.0 0.1 -0.2
H -6.65676 4.95232 2.04458 0.0 -0.1 0.0
H -7.55807 3.92672 -0.11578 0.1 -0.2 0.0
H -8.72129 5.26098 -1.72429 -0.1 -0.1 0.0
H -9.89252 4.43295 0.24220 0.0 -0.1 0.0
C -2.52028 -4.16346 -3.66123 0.0 0.1 0.1
C -3.77565 -3.68981 -3.29154 0.1 0.1 0.0
C -3.89040 -2.51078 -2.57161 0.0 -0.2 -0.1
C -2.74784 -1.80480 -2.20825 0.1 -0.2 -0.1
C -1.48773 -2.29160 -2.56023 -0.2 -0.1 0.0
C -1.37837 -3.46752 -3.29660 -0.1 -0.1 -0.1
C -0.25555 -1.57660 -2.14231 0.5 -0.2 -0.2
O 0.84225 -1.99928 -2.45068 -0.1 0.0 0.1
C -0.39248 -0.34211 -1.33056 -0.1 0.1 0.1
C 0.75180 0.31138 -0.88244 0.1 0.2 0.1
C 0.63784 1.47180 -0.13199 -0.1 0.0 0.0
C -0.61907 1.99022 0.16597 0.0 -0.1 -0.1
C -1.76283 1.34178 -0.27352 0.0 0.1 0.1
C -1.65344 0.16893 -1.01539 0.2 0.1 0.1
C -2.88551 -0.53451 -1.45169 -0.5 0.2 0.1
O -3.98447 -0.08473 -1.19205 0.1 -0.1 0.0
H -2.43326 -5.07954 -4.23065 0.0 0.0 0.0
H -4.66530 -4.24064 -3.56730 0.0 0.0 0.0
H -4.86610 -2.14066 -2.28906 0.1 0.1 0.0
H -0.40301 -3.83827 -3.57998 0.1 0.1 0.1
H 1.73044 -0.08655 -1.11512 -0.1 -0.1 -0.1
H 1.52945 1.97484 0.22006 0.0 0.0 0.0
H -0.70681 2.89978 0.74581 0.0 0.0 0.0
H -2.73901 1.74687 -0.03490 0.0 -0.1 0.0
C 9.56162 -2.66650 2.40212 -0.1 0.0 0.0
C 9.29261 -1.30827 2.54277 -0.1 -0.1 0.0
C 8.00753 -0.82910 2.34214 0.2 0.0 0.0
C 6.98674 -1.70608 1.98878 0.2 -0.1 0.0
C 7.26139 -3.06502 1.82612 0.1 0.2 0.1
C 8.54974 -3.54356 2.04414 0.2 0.1 0.0
C 6.19501 -4.00871 1.40469 0.1 -0.5 -0.1
O 6.43329 -5.19266 1.26803 0.0 0.1 0.0
C 4.83524 -3.47322 1.14712 -0.2 0.1 0.0
C 3.83556 -4.33156 0.69835 -0.2 0.0 0.0
C 2.55828 -3.84519 0.46636 0.1 0.0 0.1
C 2.27139 -2.50216 0.68994 0.1 0.0 0.0
C 3.26373 -1.64243 1.13186 -0.2 -0.1 -0.1
C 4.55072 -2.12231 1.35322 -0.1 -0.1 -0.1
C 5.61127 -1.18305 1.79392 -0.1 0.5 0.1
O 5.36115 -0.00874 1.98696 0.0 -0.1 0.0
H 10.56375 -3.03994 2.56747 0.0 0.0 0.0
H 10.08646 -0.62357 2.81105 0.0 0.0 0.0
H 7.79782 0.22530 2.45661 -0.1 0.0 0.0
H 8.76028 -4.59780 1.93009 -0.1 0.0 0.0
H 4.05690 -5.37588 0.52739 0.1 0.0 0.1
H 1.78382 -4.51241 0.11164 0.0 0.0 0.0
H 1.27266 -2.12489 0.51480 0.0 0.0 0.0
H 3.04010 -0.59783 1.30102 0.1 0.0 0.0
```
Positions in Å, forces in eV/Å.

[3]
Below is C30H28BCl3CsN12O2S4 as an isolated structure at a distorted geometry, with properties calculated with the ωB97M-V functional and the def2-TZVPD basis.

Computed properties:
* spin multiplicity: 2
* HOMO level (spin up / spin down): -3.36 / -3.53 eV
* net charge: -2
* gap between HOMO and LUMO (spin up / spin down): 6.72 / 6.80 eV

The geometry in XYZ format:
```
81
Properties=species:S:1:pos:R:3:forces:R:3
Cs -0.07580 -0.12345 -0.77960 0.6 1.6 1.7
C 3.91611 -0.53217 -0.62037 0.1 -0.1 -0.1
C 3.83114 0.95661 -0.50578 -0.1 -0.1 0.0
C 4.85781 1.91218 -0.63298 0.0 0.0 0.0
C 4.22449 3.11726 -0.42968 0.0 0.1 0.0
N 2.91988 2.86882 -0.20216 -0.1 -0.2 -0.1
N 2.67252 1.54158 -0.24833 0.1 0.1 0.1
B 1.80728 3.87671 0.11444 0.0 0.2 0.0
N 1.13711 3.56206 1.46680 -0.2 -0.1 -0.1
C 1.48824 3.89038 2.72632 0.1 0.0 0.0
C 0.71039 3.15855 3.59328 0.0 0.0 0.0
C -0.10307 2.37080 2.75738 0.0 -0.1 -0.1
C -1.09086 1.31258 3.13271 0.0 0.0 0.1
N 0.15637 2.61884 1.48263 0.1 0.1 0.0
N 0.71788 3.89406 -0.98429 0.1 -0.2 0.0
C -0.27158 4.79725 -1.09820 0.0 0.1 0.0
C -1.02612 4.47184 -2.20359 0.0 0.0 0.1
C -0.42214 3.29791 -2.69604 0.0 -0.2 -0.1
C -0.85016 2.42665 -3.83455 0.0 0.0 -0.1
N 0.62728 2.96338 -1.95982 0.0 0.1 0.0
N 2.45842 5.29849 0.08925 0.0 0.0 0.1
C 2.61806 6.05200 -1.01625 0.0 0.0 -0.1
C 3.43641 7.11512 -0.70151 -0.1 0.0 0.0
C 3.73814 6.92308 0.65848 0.1 0.0 0.1
C 4.59677 7.76009 1.55361 0.0 0.1 0.0
N 3.15843 5.82649 1.12024 -0.1 -0.1 0.0
H 4.84962 -0.83016 -1.10095 0.0 0.0 0.0
H 3.86515 -1.02350 0.35196 0.0 0.0 0.0
H 3.10173 -0.92882 -1.23068 0.0 0.0 0.0
H 5.90158 1.74168 -0.83631 0.0 0.0 0.0
H 4.60108 4.12669 -0.41940 0.1 0.0 0.0
H 2.26956 4.60794 2.89661 0.0 0.0 0.0
H 0.73803 3.16987 4.66997 0.0 0.0 0.0
H -1.60772 1.56079 4.06185 0.0 0.0 0.0
H -1.83343 1.17764 2.34722 0.0 0.0 0.0
H -0.59501 0.35090 3.28055 0.0 0.0 0.0
H -0.35438 5.60553 -0.38931 0.0 0.0 0.0
H -1.89383 4.98391 -2.58594 0.0 0.0 0.0
H -1.35085 3.01166 -4.60881 0.0 0.0 0.0
H 0.01229 1.93423 -4.28491 0.0 0.0 0.0
H -1.54095 1.64141 -3.51628 0.0 0.0 0.0
H 2.14617 5.76870 -1.94186 0.0 0.0 0.0
H 3.75467 7.91436 -1.34959 0.0 0.0 0.0
H 4.69134 8.77546 1.16542 0.0 0.0 0.0
H 4.16770 7.81678 2.55397 0.0 0.0 0.0
H 5.60291 7.34645 1.64966 0.0 0.0 0.0
C -3.03915 2.78418 0.20317 0.0 0.0 0.0
C -3.74548 1.47019 0.16432 0.5 0.0 0.0
N -3.13724 0.32611 0.09433 -0.4 0.1 0.0
C -4.04272 -0.71057 -0.00595 0.3 -0.2 0.0
C -5.34841 -0.33929 0.01975 0.0 0.0 0.0
S -5.46206 1.36193 0.14538 -0.3 0.0 0.0
C -3.54996 -2.09190 -0.15541 0.0 0.3 0.1
C -4.30575 -3.15910 -0.52586 0.0 0.0 -0.1
S -3.31734 -4.54842 -0.61762 -0.2 -0.2 0.0
C -1.95726 -3.61635 -0.13681 0.4 0.3 0.0
N -2.22183 -2.36096 0.06810 -0.2 -0.2 0.0
C -0.58568 -4.19521 -0.03487 -0.1 -0.1 0.0
H -1.99024 2.64316 0.46670 0.0 0.0 0.0
H -3.49092 3.46295 0.92867 0.0 0.0 0.0
H -3.06951 3.26221 -0.77739 0.0 0.0 0.0
H -6.21705 -0.97325 -0.02336 0.0 0.0 0.0
H -5.34931 -3.17463 -0.78821 0.0 0.0 0.0
H -0.59854 -5.27766 -0.16181 0.0 0.0 0.0
H -0.16047 -3.95204 0.93915 0.0 0.0 0.0
H 0.02953 -3.75222 -0.81865 0.0 0.0 0.0
S 0.18434 -2.54484 3.26185 0.0 0.0 0.1
C 1.56328 -3.44546 3.68535 -0.1 0.0 -0.1
S 2.75133 -2.85298 2.62875 0.1 0.0 0.0
C 1.68613 -4.44084 4.63518 0.1 -0.1 0.1
C 2.93278 -5.10522 4.83007 -0.1 0.1 0.0
N 3.93594 -5.64897 5.00099 0.0 0.0 0.0
C 0.58031 -4.84809 5.43550 0.1 0.1 -0.1
N -0.30742 -5.17822 6.09413 0.0 0.0 0.0
Cl -1.16462 -3.79001 -4.73076 0.0 0.1 0.0
C -1.18785 -2.00780 -4.62431 0.0 -0.1 -0.2
Cl 0.26657 -1.36006 -5.43453 -0.1 0.0 0.1
Cl -2.61930 -1.40916 -5.48672 0.0 0.0 0.0
C -1.15808 -1.57458 -3.09170 -0.1 -0.3 -0.4
O -2.05491 -0.81879 -2.72223 -0.3 0.0 -0.2
O -0.18908 -2.04105 -2.47551 0.0 -1.1 -1.0
```
Positions in Å, forces in eV/Å.

Across the entries above, total energy takes the values -91095.3856; -59033.2527; -135680.4521 eV, respectively.